ORCA calculation (ωB97M-V with the def2-TZVPD basis set) on a cluster of 2 separate species, C2H2Br2OS in total.

Element x y z (Å)
C: -1.42 0.98 0.23
C: 0.76 -0.58 -0.25
O: -1.01 1.87 -0.40
S: -2.27 0.06 1.13
Br: 1.59 -2.20 -0.66
Br: 2.03 0.97 0.22
H: -0.01 -0.25 -1.00
H: 0.32 -0.84 0.71

E (a.u.): -5698.8501
E_HOMO (Ha): -0.3827
HOMO-LUMO gap (Ha): 0.3858
Structure (SMILES): BrCBr.O=C=S
Molecular weight (g mol⁻¹): 233.9

***

ORCA calculation (ωB97M-V with the def2-TZVPD basis set) on a structure of composition C14H10I2N10O2ReS.

Element x y z (Å)
Re: 0.31 -0.19 -1.09
C: -3.53 1.45 0.31
C: -2.11 1.10 0.07
N: -1.72 0.32 -0.89
N: -2.61 -0.12 -1.85
C: -2.08 -0.34 -3.06
N: -2.85 -0.75 -4.04
S: -0.39 -0.04 -3.35
C: -0.98 1.71 0.80
C: -1.10 2.51 1.90
C: 0.05 3.13 2.42
C: 1.26 2.93 1.80
C: 1.32 2.08 0.69
N: 0.23 1.48 0.21
H: -4.01 1.79 -0.62
H: -4.08 0.58 0.68
H: -3.64 2.25 1.04
H: -3.60 -0.17 -1.65
H: -3.84 -0.93 -3.94
H: -2.44 -0.94 -4.95
H: -2.07 2.66 2.37
H: -0.03 3.76 3.29
H: 2.16 3.40 2.15
H: 2.25 1.90 0.17
I: -0.11 -0.46 3.86
I: 0.48 -1.00 6.39
O: 1.38 -1.83 -1.73
N: 2.18 -0.81 -1.52
C: 3.45 -0.77 -1.69
C: 4.08 0.48 -1.35
N: 4.49 1.51 -1.03
C: 4.19 -1.89 -2.17
N: 4.77 -2.81 -2.55
O: 0.43 -1.13 0.57
N: 0.28 -2.50 0.46
C: 1.06 -3.16 1.22
C: 2.08 -2.62 2.09
N: 2.95 -2.24 2.74
C: 0.93 -4.59 1.15
N: 0.85 -5.74 1.10

E (a.u.): -2308.6291
2S+1: 2
E_HOMO (alpha / beta) (Ha): -0.5084 / -0.5084
HOMO-LUMO gap (alpha / beta) (Ha): 0.1660 / 0.1720
Net charge: +2
Molecular weight (g mol⁻¹): 822.4
<S²>: 0.883

***

ORCA calculation (ωB97M-V with the def2-TZVPD basis set) on a structure of composition C44H48N7NaO9PSe.

Element x y z (Å)
Na: 0.10 -1.04 1.14
N: 1.08 0.21 4.38
P: 2.09 -0.65 3.26
C: 3.36 0.62 2.90
C: 3.01 1.97 2.86
C: 3.92 2.92 2.42
C: 5.18 2.54 2.01
C: 5.54 1.20 2.05
C: 4.63 0.25 2.48
C: 2.99 -1.70 4.44
C: 3.88 -1.24 5.41
C: 4.50 -2.12 6.28
C: 4.23 -3.48 6.19
C: 3.35 -3.95 5.23
C: 2.73 -3.07 4.36
C: -0.17 0.65 3.98
C: -1.15 0.93 4.94
C: -2.37 1.40 4.51
C: -2.59 1.59 3.15
C: -1.57 1.26 2.29
N: -0.37 0.83 2.68
H: 1.09 -0.14 5.33
H: 2.02 2.27 3.16
H: 3.62 3.96 2.39
H: 5.89 3.28 1.67
H: 6.53 0.88 1.73
H: 4.92 -0.80 2.49
H: 4.10 -0.18 5.47
H: 5.19 -1.75 7.02
H: 4.72 -4.17 6.86
H: 3.13 -5.01 5.16
H: 2.02 -3.42 3.62
H: -0.95 0.76 5.99
H: -3.15 1.62 5.23
H: -3.54 1.92 2.77
H: -1.69 1.36 1.22
O: -2.61 -1.73 2.48
C: -1.65 -2.45 2.19
O: -0.49 -2.42 2.69
C: -1.86 -3.44 1.04
C: -2.48 -4.62 1.29
C: -2.78 -5.51 0.24
C: -2.48 -5.21 -1.06
C: -1.83 -4.01 -1.33
C: -1.48 -3.05 -0.33
O: -0.93 -1.93 -0.55
N: -1.56 -3.77 -2.73
O: -0.73 -2.93 -3.06
O: -2.15 -4.45 -3.56
N: -3.42 -6.78 0.53
O: -3.61 -7.07 1.70
O: -3.75 -7.50 -0.41
H: -2.76 -4.89 2.29
H: -2.73 -5.89 -1.86
O: 1.89 -2.72 0.19
C: 2.14 -1.57 -0.45
O: 2.09 -0.51 0.11
C: 2.45 -1.71 -1.92
N: 2.17 -3.07 -2.40
C: 3.20 -3.47 -3.37
C: 4.09 -2.24 -3.56
C: 3.93 -1.50 -2.24
H: 1.84 -0.95 -2.42
H: 1.22 -3.15 -2.75
H: 1.94 -3.39 -0.55
H: 2.73 -3.80 -4.30
H: 3.77 -4.32 -2.98
H: 3.71 -1.63 -4.37
H: 5.12 -2.50 -3.79
H: 4.18 -0.44 -2.29
H: 4.55 -1.95 -1.46
C: 0.70 5.74 -1.17
C: -0.66 5.64 -1.84
C: -1.81 5.51 -0.84
C: -1.89 4.16 -0.14
N: -2.29 3.10 -1.05
C: -1.50 2.08 -1.52
Se: 0.27 1.80 -1.11
N: -2.28 1.28 -2.28
C: -1.82 0.05 -2.93
C: -1.07 0.30 -4.22
C: -1.81 1.12 -5.28
C: -1.73 2.63 -5.08
C: -3.57 1.75 -2.29
C: -4.72 1.29 -2.90
C: -5.88 2.02 -2.69
C: -5.89 3.17 -1.90
C: -4.74 3.64 -1.29
C: -3.58 2.91 -1.50
H: 1.48 5.95 -1.90
H: 0.97 4.82 -0.67
H: 0.71 6.55 -0.43
H: -0.67 4.77 -2.51
H: -0.83 6.51 -2.47
H: -2.77 5.71 -1.33
H: -1.70 6.29 -0.07
H: -2.62 4.16 0.68
H: -0.93 3.85 0.28
H: -2.72 -0.55 -3.11
H: -1.22 -0.50 -2.20
H: -0.82 -0.69 -4.62
H: -0.12 0.78 -3.98
H: -2.85 0.80 -5.32
H: -1.39 0.88 -6.26
H: -2.32 2.97 -4.23
H: -2.11 3.15 -5.96
H: -0.70 2.94 -4.92
H: -4.72 0.40 -3.51
H: -6.80 1.69 -3.15
H: -6.82 3.70 -1.75
H: -4.75 4.52 -0.67

E (a.u.): -5671.1245
E_HOMO (Ha): -0.1843
HOMO-LUMO gap (Ha): 0.2591
Net charge: -1
Molecular weight (g mol⁻¹): 951.8

***

ORCA calculation (ωB97M-V with the def2-TZVPD basis set) on a cluster of 2 separate species, C2H9NS2 in total.

Element x y z (Å)
S: 3.01 -0.16 -2.65
S: 2.61 -0.56 -0.63
H: 2.68 -1.39 -3.05
H: 2.01 0.62 -0.36
C: -0.61 0.47 1.78
N: -1.49 -0.36 0.90
C: -1.42 0.15 -0.45
H: -0.75 1.51 1.54
H: 0.41 0.09 1.64
H: -0.90 0.20 2.79
H: -1.24 -1.33 1.05
H: -0.41 0.21 -0.86
H: -1.95 -0.53 -1.13
H: -1.96 1.08 -0.58

E (a.u.): -932.6823
E_HOMO (Ha): -0.3175
HOMO-LUMO gap (Ha): 0.3250
Structure (SMILES): CNC.SS
Molecular weight (g mol⁻¹): 111.2

***

ORCA calculation (ωB97M-V with the def2-TZVPD basis set) on a structure of composition C31H36HfN10O2S2.

Element x y z (Å)
Hf: -0.66 0.09 0.49
C: 2.37 -2.63 2.33
C: 1.34 -1.99 1.47
N: 0.48 -1.13 1.92
N: 0.55 -0.84 3.25
C: -0.42 -0.13 3.75
N: -0.36 0.18 5.05
S: -1.81 0.43 2.86
C: 1.22 -2.35 0.05
C: 2.04 -3.30 -0.54
C: 1.81 -3.66 -1.86
C: 0.78 -3.05 -2.56
C: 0.03 -2.08 -1.91
N: 0.25 -1.73 -0.65
H: 2.21 -2.35 3.36
H: 2.34 -3.72 2.25
H: 3.36 -2.30 2.02
H: 0.41 -0.15 5.61
H: -1.09 0.71 5.48
H: 2.83 -3.76 0.03
H: 2.43 -4.41 -2.33
H: 0.56 -3.32 -3.58
H: -0.78 -1.57 -2.42
N: -0.45 2.46 0.99
C: -1.45 3.21 0.19
C: -2.79 2.51 0.34
N: -2.67 1.11 -0.14
H: -0.59 2.69 1.97
H: 0.48 2.79 0.76
H: -1.15 3.18 -0.85
H: -1.53 4.25 0.50
H: -3.56 3.06 -0.20
H: -3.07 2.48 1.40
H: -2.75 1.12 -1.16
H: -3.46 0.57 0.22
O: -1.29 1.45 -3.37
C: -0.23 1.36 -2.80
N: 1.02 1.70 -3.23
C: 2.06 1.44 -2.25
C: 1.17 0.96 -1.11
O: 1.47 0.64 0.07
N: -0.10 0.92 -1.47
C: 3.00 0.29 -2.67
C: 2.89 -0.33 -3.91
C: 3.84 -1.26 -4.31
C: 4.89 -1.59 -3.47
C: 4.99 -0.99 -2.22
C: 4.06 -0.05 -1.82
C: 2.89 2.68 -1.95
C: 2.78 3.39 -0.76
C: 3.55 4.52 -0.54
C: 4.44 4.95 -1.50
C: 4.57 4.25 -2.69
C: 3.80 3.11 -2.91
H: 1.19 2.11 -4.13
H: 2.08 -0.07 -4.58
H: 3.77 -1.71 -5.29
H: 5.63 -2.31 -3.79
H: 5.82 -1.23 -1.57
H: 4.16 0.45 -0.87
H: 2.11 3.05 0.02
H: 3.45 5.07 0.40
H: 5.05 5.83 -1.33
H: 5.27 4.57 -3.44
H: 3.92 2.55 -3.83
C: -5.28 -4.00 3.95
C: -5.09 -2.83 3.04
C: -5.89 -1.72 3.00
C: -5.58 -0.70 2.09
N: -4.52 -0.78 1.29
C: -3.73 -1.85 1.34
S: -2.39 -2.07 0.31
N: -4.04 -2.87 2.18
C: -6.45 0.50 1.96
H: -6.10 -3.82 4.64
H: -4.37 -4.18 4.51
H: -5.50 -4.90 3.38
H: -6.74 -1.63 3.66
H: -3.44 -3.68 2.16
H: -6.97 0.72 2.89
H: -7.20 0.32 1.18
H: -5.85 1.36 1.65

E (a.u.): -2745.1820
E_HOMO (Ha): -0.4903
HOMO-LUMO gap (Ha): 0.2755
Net charge: +2
Molecular weight (g mol⁻¹): 823.3

***

ORCA calculation (ωB97M-V with the def2-TZVPD basis set) on the molecule C4H8O2.

Element x y z (Å)
O: 0.79 -1.15 -1.31
C: 0.48 0.15 -0.89
C: -0.98 0.29 -0.47
C: -1.07 -0.24 0.93
O: 0.52 -0.44 1.36
C: 1.24 0.42 0.50
H: 0.77 -1.69 -0.51
H: 0.75 0.82 -1.70
H: -1.50 -0.30 -1.23
H: -1.31 1.33 -0.53
H: -1.50 -1.23 1.06
H: -1.64 0.45 1.58
H: 1.17 1.47 0.82
H: 2.28 0.12 0.39

E (a.u.): -307.6434
E_HOMO (Ha): -0.3576
HOMO-LUMO gap (Ha): 0.3934
Structure (SMILES): O[C@H]1CCOC1
Molecular weight (g mol⁻¹): 88.1

***

Energy relative to the best compared isomer or geometry (same formula, charge and spin), respectively: 0.0 42.1 4.3 26.2 0.0 43.3 kcal per mole.